Record 1
Entry from OMol25: 14 unconnected molecules or ions with the total composition C4H26BO21 in a non-equilibrium geometry (wB97M-V/def2-TZVPD).

XYZ file:
```
52
C4H26BO21 wB97M-V/def2-TZVPD
O -6.760 -33.284 -17.555
C -5.935 -32.810 -18.345
O -4.719 -32.119 -18.048
B -4.018 -31.757 -19.315
O -4.748 -32.344 -20.366
C -6.010 -32.881 -19.908
O -6.892 -33.287 -20.657
O -2.733 -32.364 -19.156
C -1.820 -31.455 -19.144
O -0.615 -31.645 -19.009
C -2.556 -30.071 -19.223
O -3.828 -30.319 -19.496
O -2.063 -28.925 -19.008
O -9.055 -31.422 -20.241
H -8.370 -31.110 -19.649
H -9.501 -32.111 -19.749
O -1.957 -33.314 -15.941
H -2.094 -33.503 -16.870
H -1.031 -33.082 -15.878
O -1.990 -27.510 -21.617
H -1.899 -28.010 -20.807
H -2.790 -26.998 -21.495
O -2.611 -29.539 -15.707
H -2.764 -30.169 -15.002
H -1.911 -29.930 -16.229
O 2.267 -33.840 -18.240
H 3.200 -33.711 -18.069
H 1.905 -32.954 -18.276
O -8.970 -35.749 -16.627
H -8.145 -35.287 -16.777
H -8.897 -36.546 -17.152
O -5.122 -35.265 -15.174
H -4.894 -34.942 -16.046
H -5.897 -34.761 -14.927
O -4.472 -29.386 -22.470
H -5.033 -30.039 -22.053
H -4.949 -28.562 -22.375
O 1.403 -30.429 -16.641
H 0.640 -31.007 -16.650
H 1.937 -30.748 -15.913
O -8.232 -36.181 -20.113
H -7.642 -35.501 -20.437
H -7.650 -36.880 -19.813
O -6.637 -31.057 -22.919
H -5.916 -31.620 -23.200
H -7.346 -31.663 -22.707
O 0.084 -27.676 -18.083
H -0.516 -27.532 -17.352
H -0.337 -28.356 -18.609
O -0.419 -34.172 -20.489
H -0.530 -34.886 -19.861
H -0.572 -33.377 -19.978
```

Charge ... -1
LUMO ... 0.0558 Ha
Highest occupied orbital energy ... -8.17 eV

=====

Record 2
Entry from OMol25: 9 unconnected molecules or ions with the total composition C4H26N2O9 in a non-equilibrium geometry (wB97M-V/def2-TZVPD).

XYZ file:
```
41
C4H26N2O9 wB97M-V/def2-TZVPD
C -1.305 -1.199 -1.472
C 0.107 -1.323 -0.930
C 0.098 -1.548 0.613
N -0.269 -0.360 1.364
C 0.612 0.322 2.167
N 1.913 -0.187 2.375
O 0.243 1.327 2.814
H -1.810 -0.311 -1.091
H -1.357 -1.089 -2.612
H -1.927 -2.068 -1.269
H 0.688 -0.393 -1.131
H 0.679 -2.149 -1.374
H -0.671 -2.314 0.835
H 1.098 -1.977 0.878
H -1.033 0.156 0.945
H 2.386 -0.469 1.556
H 2.450 0.335 3.093
O -1.616 1.761 -0.021
H -1.857 2.300 0.755
H -0.677 1.933 -0.255
O 0.952 2.087 -0.705
H 0.822 1.825 -1.658
H 1.444 1.420 -0.336
O 0.256 1.256 -3.164
H 0.252 0.395 -3.363
H -0.644 1.474 -3.058
O -2.346 1.687 -2.603
H -2.808 2.533 -2.770
H -2.209 1.664 -1.580
O -2.480 -1.871 2.980
H -1.661 -1.412 2.716
H -3.177 -1.280 2.668
O -1.746 3.040 2.334
H -2.421 2.802 2.994
H -0.960 2.504 2.532
O 3.051 -2.905 -0.870
H 2.614 -3.492 -0.199
H 3.906 -3.204 -0.963
O 3.084 -0.254 -0.367
H 3.244 0.179 -1.236
H 3.075 -1.195 -0.589
```

SMILES ... CCCNC(N)=O.O.O.O.O.O.O.O.O
Charge ... 0
LUMO ... -0.0032 Ha
Highest occupied orbital energy ... -9.82 eV

=====

Record 3
Entry from OMol25: 8 unconnected molecules or ions with the total composition C4H26N2O9 in a non-equilibrium geometry (wB97M-V/def2-TZVPD).

XYZ file:
```
41
C4H26N2O9 wB97M-V/def2-TZVPD
O 2.746 -1.611 -1.976
C 3.138 -1.865 -0.657
N 3.110 -0.797 0.326
C 1.895 -0.070 0.597
C 1.394 0.842 -0.566
N -0.024 1.065 -0.717
C -0.961 -0.018 -0.844
O -1.339 -0.422 0.488
H 1.789 -1.566 -2.087
H 2.624 -2.695 -0.182
H 4.191 -2.103 -0.765
H 3.970 -0.327 0.554
H 1.109 -0.755 0.890
H 2.137 0.639 1.389
H 1.841 1.801 -0.309
H 1.818 0.519 -1.499
H -0.405 1.747 -0.075
H -0.641 -0.965 -1.273
H -1.807 0.379 -1.407
H -1.471 0.331 1.073
O -0.838 -3.225 -1.887
H -1.017 -3.577 -0.993
H -1.664 -3.633 -2.207
O -0.456 -2.840 1.486
H -0.669 -1.944 1.132
H -0.025 -2.586 2.311
O -3.080 -3.702 1.822
H -2.147 -3.478 1.611
H -3.524 -2.942 1.415
O 0.038 3.197 3.592
H -0.210 3.054 2.675
H 0.021 2.384 4.100
O -3.405 2.409 0.692
H -4.210 2.436 1.216
H -3.302 3.293 0.328
O -0.948 1.413 -3.808
H -1.837 1.096 -3.991
H -0.873 1.471 -2.849
O 0.662 4.398 0.359
H 1.577 4.255 0.632
H 0.791 4.389 -0.600
```

SMILES ... OCNCCNCO.O.O.O.O.O.O.O
Charge ... 0
LUMO ... -0.0014 Ha
Highest occupied orbital energy ... -8.61 eV

=====

Record 4
Entry from OMol25: a molecular structure, C4H26NO8 in a non-equilibrium geometry (wB97M-V/def2-TZVPD).

XYZ file:
```
39
C4H26NO8 wB97M-V/def2-TZVPD
C 0.565 1.161 0.213
C -0.749 1.787 -0.259
C -1.497 0.906 -1.195
C -2.703 0.412 -1.039
N -0.745 0.542 -2.424
H 1.086 1.839 0.859
H 0.358 0.246 0.770
H 1.271 0.952 -0.589
H -1.363 1.997 0.600
H -0.567 2.765 -0.716
H -3.283 0.633 -0.156
H -3.214 -0.250 -1.736
H -1.377 0.518 -3.221
H -0.276 -0.367 -2.326
H -0.002 1.256 -2.636
H -0.105 -2.515 -0.454
H 0.592 -2.632 0.953
O -0.176 -2.925 0.427
H 1.623 2.940 -2.277
H 1.599 2.678 -3.817
O 1.079 2.537 -2.992
H 3.466 3.590 -1.005
H 2.353 4.646 -0.852
O 2.521 3.707 -1.019
H 1.508 -2.092 -1.920
H 0.330 -2.812 -2.651
O 0.569 -2.024 -2.142
H -1.535 -2.547 1.377
H -2.545 -3.233 2.340
O -2.341 -2.373 1.923
H 1.484 -1.825 1.998
H 2.211 -3.053 1.317
O 1.634 -2.280 1.133
H 1.709 -0.197 3.611
H 0.262 -0.825 3.527
O 1.227 -1.009 3.475
H -1.797 -1.116 2.947
H -1.787 -0.588 4.408
O -1.385 -0.444 3.547
```

Charge ... +1
LUMO ... -0.0965 Ha
Highest occupied orbital energy ... -12.54 eV

=====

Record 5
Entry from OMol25: a molecular structure, C4H26O11 in a non-equilibrium geometry (wB97M-V/def2-TZVPD).

XYZ file:
```
41
C4H26O11 wB97M-V/def2-TZVPD
C -0.857 1.534 0.100
C 0.327 2.092 -0.736
C 1.144 1.081 -1.536
O 2.148 0.340 -0.970
C -1.911 1.048 -0.902
O -3.093 1.000 -0.142
H -1.199 2.339 0.846
H -0.696 0.658 0.700
H -0.244 2.660 -1.503
H 1.066 2.768 -0.265
H 0.441 0.445 -2.103
H 1.653 1.689 -2.370
H -2.074 1.807 -1.769
H -1.480 0.120 -1.281
H 3.068 -0.281 -2.008
H 2.832 -1.415 -3.010
O 3.498 -0.757 -2.814
H 2.648 -1.420 0.011
H 1.723 -1.894 -1.048
O 2.478 -2.246 -0.495
H -3.284 -0.030 -0.060
H -4.180 -1.626 0.561
O -3.246 -1.505 0.377
H 0.488 0.431 1.450
H 1.463 -0.804 1.340
O 0.646 -0.486 1.708
H -3.105 -1.989 -1.270
H -1.880 -2.197 -1.702
O -2.725 -2.440 -2.108
H 4.156 1.032 1.145
H 2.545 0.937 0.024
O 3.371 1.500 0.856
H -0.968 -0.746 2.259
H -2.545 -0.703 2.090
O -1.804 -0.581 2.748
H 0.987 2.022 2.353
H 2.547 2.316 2.094
O 1.744 2.524 2.636
H -2.421 -2.771 1.011
H -1.302 -3.036 2.180
O -1.958 -3.416 1.603
```

Charge ... -2
LUMO ... 0.2027 Ha
Highest occupied orbital energy ... -3.41 eV

=====

Record 6
Entry from OMol25: 8 unconnected molecules or ions with the total composition C4H27N2O7 in a non-equilibrium geometry (wB97M-V/def2-TZVPD).

XYZ file:
```
40
C4H27N2O7 wB97M-V/def2-TZVPD
C 2.809 0.705 1.647
C 1.277 0.912 1.263
C 0.518 1.239 2.554
C -0.929 1.718 2.096
N -1.719 0.463 1.982
N 0.770 -0.305 0.624
H 3.109 -0.335 1.523
H 3.486 1.230 0.946
H 2.974 1.187 2.599
H 1.274 1.693 0.622
H 1.085 2.074 3.150
H 0.505 0.560 3.341
H -1.180 2.460 2.881
H -0.984 2.370 1.218
H -2.426 0.487 2.769
H -2.356 0.399 1.198
H 1.572 -0.791 0.086
H 0.379 -1.031 1.229
H -0.156 0.032 0.136
H 0.634 -0.583 -2.945
H 1.306 -1.838 -3.370
O 1.109 -1.279 -2.636
H 1.101 -2.759 -1.150
H 1.314 -3.840 0.037
O 0.921 -2.966 -0.129
H -2.151 -1.287 -0.971
H -0.497 -1.855 -1.324
O -1.256 -1.148 -1.291
H -4.802 0.727 -0.044
H -4.517 -0.523 1.045
O -4.180 -0.004 0.223
H -1.491 2.904 -1.936
H -1.324 1.300 -2.099
O -1.426 2.029 -1.491
H 3.563 -1.736 -1.021
H 2.228 -1.183 -1.433
O 2.959 -1.043 -0.846
H -1.324 -0.178 -2.680
H -1.314 0.015 -4.308
O -0.862 0.181 -3.494
```

Charge ... +1
LUMO ... -0.0997 Ha
Highest occupied orbital energy ... -12.31 eV

=====

Record 7
Entry from OMol25: 8 unconnected molecules or ions with the total composition C4H27N2O7 in a non-equilibrium geometry (wB97M-V/def2-TZVPD).

XYZ file:
```
40
C4H27N2O7 wB97M-V/def2-TZVPD
N 0.764 -0.671 -1.144
C 1.855 -0.005 -0.262
C 3.225 -0.431 -0.786
C 1.865 -0.258 1.214
N 0.554 -0.937 1.438
C 0.207 -1.275 2.860
H -0.182 -0.066 -0.838
H 0.861 -0.403 -2.139
H 0.721 -1.731 -1.094
H 1.635 1.112 -0.269
H 3.425 -0.102 -1.947
H 3.552 -1.524 -0.564
H 3.988 0.250 -0.266
H 2.690 -1.036 1.571
H 1.933 0.521 1.868
H -0.229 -0.334 0.956
H -0.227 -0.446 3.402
H -0.525 -2.114 2.659
H 1.093 -1.674 3.434
H 1.116 3.206 -1.007
H 2.388 3.568 -1.705
O 1.835 2.898 -1.605
H 0.850 -3.440 -3.238
H 1.940 -2.448 -3.027
O 1.032 -2.486 -3.116
H -4.875 -1.116 -0.631
H -5.092 -0.349 0.603
O -4.390 -0.651 -0.049
H -0.390 2.061 1.745
H -0.388 3.448 1.150
O -0.742 2.916 1.811
H -2.265 -3.024 0.430
H -3.573 -3.699 0.286
O -2.674 -3.859 0.541
H -2.185 3.951 -1.516
H -1.545 4.057 0.086
O -1.570 3.523 -0.789
H -1.940 1.622 -0.320
H -2.707 0.306 0.428
O -2.032 0.642 -0.171
```

Charge ... +1
LUMO ... -0.0998 Ha
Highest occupied orbital energy ... -12.17 eV

=====

Record 8
Entry from OMol25: 9 unconnected molecules or ions with the total composition C4H27N2O8S in a non-equilibrium geometry (wB97M-V/def2-TZVPD).

XYZ file:
```
42
C4H27N2O8S wB97M-V/def2-TZVPD
C 1.175 1.604 0.868
N -0.033 0.817 0.654
C -0.369 0.411 -0.779
C -0.812 -1.037 -0.778
S -0.142 -2.188 -2.084
C -1.483 1.362 -1.188
N -2.075 1.208 -2.540
H 1.211 2.514 0.240
H 1.200 1.803 1.959
H 2.124 1.107 0.667
H -0.201 -0.027 1.177
H 0.532 0.548 -1.374
H -1.894 -1.098 -0.924
H -0.582 -1.600 0.139
H -1.062 2.372 -1.301
H -2.308 1.515 -0.479
H -2.703 0.418 -2.645
H -1.352 1.067 -3.233
H -1.254 -2.354 2.686
H -1.025 -1.184 3.627
O -0.537 -1.902 3.143
H 1.450 0.199 -3.105
H 2.019 -1.339 -3.289
O 2.017 -0.430 -3.568
H -0.669 2.739 1.781
H -1.855 2.807 2.749
O -0.903 2.664 2.714
H 2.283 -0.906 -0.304
H 2.588 -1.165 -1.668
O 2.960 -0.627 -0.966
H -2.287 0.738 1.499
H -2.736 -0.610 1.119
O -2.838 0.017 1.848
H 1.208 -2.548 0.685
H 1.109 -1.687 1.837
O 1.762 -1.875 1.136
H -1.272 1.088 3.993
H -2.285 -0.007 3.506
O -1.723 0.261 4.270
H 2.809 1.796 -2.916
H 2.968 1.095 -1.464
O 2.747 1.914 -1.969
```

Charge ... -1
LUMO ... 0.0933 Ha
Highest occupied orbital energy ... -3.76 eV

=====

Record 9
Entry from OMol25: 10 unconnected molecules or ions with the total composition C4H28N2O10 in a non-equilibrium geometry (wB97M-V/def2-TZVPD).

XYZ file:
```
44
C4H28N2O10 wB97M-V/def2-TZVPD
C 2.946 -1.316 0.938
C 1.558 -1.832 0.930
C 1.013 -1.810 -0.526
N 1.157 -3.097 -1.237
C -0.482 -1.484 -0.498
N -1.012 -0.498 0.286
O -1.246 -1.892 -1.324
H 3.581 -1.987 0.350
H 3.115 -1.467 2.049
H 2.894 -0.223 0.674
H 1.711 -2.928 1.230
H 1.040 -1.405 1.701
H 1.656 -0.960 -1.030
H 0.564 -3.815 -0.852
H 2.034 -3.154 -1.647
H -0.365 -0.181 0.907
H -2.013 -0.404 0.669
O -0.647 -3.025 -3.628
H -0.539 -3.503 -2.819
H -1.264 -2.393 -3.497
O -0.873 3.602 1.644
H -0.076 4.113 1.587
H -1.020 3.420 0.776
O 0.910 0.656 3.612
H 0.232 1.364 3.579
H 1.629 0.863 3.137
O -2.035 -1.579 3.107
H -1.440 -1.799 3.919
H -2.060 -0.633 3.094
O -2.277 1.585 -3.130
H -2.038 2.042 -2.347
H -2.332 0.692 -3.135
O -2.526 1.055 2.677
H -2.292 1.826 2.133
H -3.429 1.147 2.655
O 1.200 4.180 0.437
H 1.237 3.358 -0.022
H 0.449 4.605 -0.121
O -0.041 3.039 -1.627
H -0.740 3.312 -2.311
H 0.485 2.340 -2.114
O 0.754 -0.326 -3.309
H 0.231 -0.402 -4.109
H 0.353 -1.084 -2.810
```

SMILES ... CC[C@@H](N)C(N)=O.O.O.O.O.O.O.O.O.O
Charge ... 0
LUMO ... -0.0049 Ha
Highest occupied orbital energy ... -9.35 eV

=====

Record 10
Entry from OMol25: 10 unconnected molecules or ions with the total composition C4H28N2O11 in a non-equilibrium geometry (wB97M-V/def2-TZVPD).

XYZ file:
```
45
C4H28N2O11 wB97M-V/def2-TZVPD
C -0.374 -2.799 0.800
N -0.025 -3.150 -0.575
C 0.415 -2.241 -1.518
O 0.695 -2.655 -2.629
C 0.493 -0.789 -1.145
N -0.054 0.055 -2.186
C 0.892 1.019 -2.710
O 1.417 1.896 -1.722
H -1.376 -3.111 1.103
H 0.262 -3.273 1.541
H -0.317 -1.750 0.854
H -0.219 -4.090 -0.877
H 1.549 -0.574 -0.941
H 0.082 -0.521 -0.182
H -0.786 0.637 -1.853
H 1.611 0.487 -3.340
H 0.447 1.741 -3.402
H 2.116 1.418 -1.248
O -3.262 2.011 -1.781
H -2.367 2.223 -2.067
H -3.363 1.061 -1.910
O 3.441 -1.202 -2.130
H 3.890 -2.003 -1.845
H 2.508 -1.455 -2.122
O 0.915 -1.217 2.774
H 0.385 -0.647 2.202
H 0.799 -0.780 3.626
O 2.152 1.238 3.510
H 2.485 0.339 3.499
H 2.410 1.732 2.732
O -3.011 3.323 0.613
H -2.272 3.167 0.029
H -3.807 2.890 0.300
O -1.241 0.530 1.337
H -1.230 1.195 2.047
H -2.168 0.569 1.082
O -3.169 -2.383 -0.746
H -2.280 -2.436 -1.109
H -3.136 -2.595 0.186
O 3.471 1.076 0.193
H 4.368 1.420 0.193
H 3.351 0.448 0.907
O -1.940 2.780 3.139
H -2.487 2.949 2.345
H -1.270 3.465 3.027
```

SMILES ... CNC(=O)CNCO.O.O.O.O.O.O.O.O.O
Charge ... 0
LUMO ... 0.0012 Ha
Highest occupied orbital energy ... -9.54 eV

=====

Record 11
Entry from OMol25: 11 unconnected molecules or ions with the total composition C4H28N2O12 in a non-equilibrium geometry (wB97M-V/def2-TZVPD).

XYZ file:
```
46
C4H28N2O12 wB97M-V/def2-TZVPD
N -0.741 2.880 0.332
C -0.279 1.529 0.130
C -0.756 0.977 -1.207
O -1.452 1.667 -1.926
N -0.209 -0.173 -1.688
C 0.891 -0.892 -1.053
C 2.300 -0.484 -1.481
O 2.607 -0.240 -2.616
H -1.413 3.006 1.076
H -1.170 3.237 -0.512
H -0.488 0.836 0.940
H 0.807 1.623 0.009
H -0.228 -0.207 -2.697
H 0.782 -1.906 -1.511
H 0.850 -0.726 0.014
H 3.006 -0.457 -0.630
O 0.728 2.395 3.498
H 1.157 2.996 2.854
H 0.690 3.063 4.190
O -2.619 -3.023 -0.376
H -2.385 -3.813 0.123
H -3.397 -2.645 0.050
O 1.345 4.220 1.545
H 1.404 4.822 0.801
H 0.941 3.413 1.169
O -1.212 -2.963 2.358
H -1.749 -2.216 2.656
H -0.393 -2.456 2.248
O 1.011 -0.060 2.434
H 1.942 0.054 2.193
H 0.938 0.655 3.105
O -3.019 -0.439 0.875
H -2.548 -0.007 1.591
H -2.425 -0.564 0.130
O -3.068 -2.118 -2.754
H -2.985 -2.941 -2.250
H -2.468 -1.519 -2.299
O 1.836 -2.525 3.241
H 2.640 -2.666 3.748
H 1.729 -1.564 3.117
O 0.065 -3.097 -2.638
H -0.016 -2.703 -3.508
H -0.685 -3.698 -2.585
O 2.872 3.220 -1.103
H 2.833 3.992 -1.680
H 2.979 2.520 -1.761
```

SMILES ... NCC(=O)NCC=O.O.O.O.O.O.O.O.O.O.O
Charge ... 0
LUMO ... 0.0024 Ha
Highest occupied orbital energy ... -9.68 eV

=====

Energy? In order: -1773.2120, -954.7247, -954.6133, -824.4269, -995.6139, -804.5041, -804.4400, -1278.2497, -1031.0115, -1106.3282, -1181.5694 Eh.